{
  "formula": "C3H17N2O3",
  "method": "ωB97M-V/def2-TZVPD",
  "species": ["N", "C", "C", "C", "N", "H", "H", "H", "H", "H", "H", "H", "H", "H", "H", "H", "H", "H", "O", "H", "H", "O", "H", "H", "O"],
  "positions_angstrom": [[-0.08459, -0.85003, 1.04498], [0.11789, -1.33919, -0.39917], [0.83229, -2.70067, -0.35056], [0.91859, -0.14916, -1.02161], [0.48374, 1.11972, -0.53892], [-0.86906, -0.17481, 1.08425], [0.76179, -0.32322, 1.28691], [-0.10511, -1.59225, 1.74291], [-0.82518, -1.43094, -0.95218], [1.87267, -2.88887, -0.50309], [0.39302, -3.55306, -0.84594], [0.82348, -2.95986, 0.71118], [1.98417, -0.15809, -1.00398], [0.84386, -0.30873, -2.13655], [1.08009, 1.91538, -0.69650], [-0.34741, 1.49026, -1.00345], [-2.58800, 1.68602, 1.36264], [-3.34748, 0.68307, 0.45613], [-2.60936, 0.76816, 1.06737], [-0.71425, 2.40792, -4.09840], [-0.58110, 3.56247, -2.99591], [-0.57021, 2.61576, -3.14694], [1.52967, 1.17055, 3.57620], [0.12091, 0.52460, 3.97284], [0.87958, 0.48496, 3.38777]],
  "multiplicity": 1,
  "de_lowest_ev": 1.644,
  "e_homo_ev": -13.0736,
  "total_charge": 1
}

{
  "formula": "C6H14CrO3",
  "method": "ωB97M-V/def2-TZVPD",
  "species": ["H", "C", "O", "C", "H", "H", "H", "H", "Cr", "C", "O", "C", "C", "O", "C", "H", "H", "H", "H", "H", "H", "H", "H", "H"],
  "positions_angstrom": [[1.78535, -1.46824, -1.33532], [-0.71108, -0.51512, -3.24967], [-0.54556, 0.74115, -2.80367], [-1.46092, 1.22764, -1.82518], [-1.73646, -0.91104, -3.27636], [-0.00912, -0.77630, -4.04554], [-1.63258, 2.28910, -2.03680], [-2.39886, 0.66249, -1.91539], [0.09421, -1.60225, -1.28032], [-0.97007, 1.09034, -0.37027], [-0.74290, -0.29094, -0.06752], [-0.85964, -0.66672, 1.31741], [0.46794, -0.79852, 2.02391], [1.04932, 0.46530, 2.19264], [2.45481, 0.43206, 2.24051], [-1.76668, 1.46422, 0.28644], [-0.05067, 1.66606, -0.21297], [-1.37166, -1.63735, 1.32464], [-1.50213, 0.07011, 1.81880], [1.13578, -1.46809, 1.44859], [0.28087, -1.27639, 3.00337], [2.80731, 1.46263, 2.36250], [2.80817, -0.17558, 3.09109], [2.87459, 0.01543, 1.30909]],
  "s_squared": 8.8352,
  "multiplicity": 6,
  "de_lowest_ev": 0.000,
  "e_homo_ev": [-12.1317, -13.3512],
  "total_charge": 1
}

{
  "formula": "C13H16NO",
  "method": "ωB97M-V/def2-TZVPD",
  "species": ["C", "C", "O", "C", "C", "C", "C", "C", "C", "C", "C", "N", "C", "C", "C", "H", "H", "H", "H", "H", "H", "H", "H", "H", "H", "H", "H", "H", "H", "H", "H"],
  "positions_angstrom": [[1.58019, 3.58874, -0.69721], [2.30858, 2.64290, -1.68065], [2.66433, 1.36135, -1.14193], [1.52730, 0.78542, -0.53666], [1.60346, -0.78126, -0.51317], [0.57784, -1.24515, 0.55091], [1.02042, -1.64310, 1.80033], [0.02908, -2.04458, 2.77736], [-1.31018, -2.02498, 2.47638], [-1.79641, -1.60753, 1.19626], [-3.15902, -1.54413, 0.85325], [-3.54914, -1.17525, -0.36186], [-2.66278, -0.83249, -1.35441], [-1.31591, -0.83088, -1.09196], [-0.81812, -1.22029, 0.20284], [2.03158, 3.54798, 0.31103], [1.57773, 4.61531, -1.10985], [0.50748, 3.33794, -0.55786], [3.22361, 3.16583, -2.01329], [1.70636, 2.45970, -2.59669], [1.42175, 1.10595, 0.52259], [0.61419, 1.03797, -1.12079], [2.59623, -1.14779, -0.20194], [1.34222, -1.18664, -1.50798], [2.09079, -1.62427, 2.02387], [0.32805, -2.36182, 3.78398], [-2.02372, -2.31383, 3.25918], [-3.94282, -1.79658, 1.58047], [-4.53508, -1.15388, -0.60622], [-3.01394, -0.56271, -2.35601], [-0.62407, -0.55191, -1.88995]],
  "multiplicity": 1,
  "de_lowest_ev": 0.000,
  "e_homo_ev": -12.4837,
  "smiles": "CCOCCc1cccc2c[nH+]ccc12",
  "total_charge": 1
}

{
  "formula": "C18H20N2O3S",
  "method": "ωB97M-V/def2-TZVPD",
  "species": ["C", "O", "C", "C", "N", "C", "C", "C", "C", "C", "C", "C", "O", "N", "C", "C", "C", "C", "C", "C", "S", "C", "C", "O", "H", "H", "H", "H", "H", "H", "H", "H", "H", "H", "H", "H", "H", "H", "H", "H", "H", "H", "H", "H"],
  "positions_angstrom": [[2.55373, -1.39252, 5.71586], [2.83495, -0.84972, 4.45130], [1.97745, 0.21615, 4.10591], [2.37466, 0.75712, 2.73060], [2.08796, -0.17698, 1.67773], [2.91722, -1.32198, 1.40996], [2.15674, -2.02403, 0.33304], [2.50160, -3.18792, -0.32158], [1.64485, -3.66109, -1.30256], [0.48796, -2.96816, -1.60561], [0.11936, -1.78969, -0.95475], [-1.16969, -1.18961, -1.45583], [-1.74711, -1.69395, -2.40766], [-1.63855, -0.12145, -0.79957], [-2.84084, 0.57143, -1.22720], [-3.68815, 0.91728, -0.00727], [-2.46244, 1.78968, -2.01278], [-2.43626, 1.93145, -3.36518], [-1.96971, 3.19866, -3.78219], [-1.64099, 3.99919, -2.73823], [-1.89085, 3.22442, -1.22428], [0.98163, -1.31648, 0.04219], [0.95034, -0.14268, 0.94961], [0.10198, 0.73229, 1.07705], [2.66526, -0.63859, 6.50433], [3.27017, -2.19527, 5.87725], [1.53471, -1.79624, 5.75735], [2.05715, 1.02196, 4.85110], [0.93243, -0.12775, 4.08019], [1.79891, 1.66363, 2.52836], [3.44406, 0.98218, 2.72691], [3.91461, -1.01159, 1.07587], [3.03846, -1.92984, 2.31319], [3.41333, -3.71026, -0.07379], [1.88125, -4.56997, -1.83480], [-0.17916, -3.32598, -2.37610], [-1.09692, 0.32201, -0.05450], [-3.37779, -0.11424, -1.89417], [-4.58348, 1.45234, -0.31337], [-3.97926, 0.00961, 0.51531], [-3.11548, 1.54618, 0.67145], [-2.73894, 1.15162, -4.04064], [-1.88612, 3.49521, -4.81260], [-1.26573, 5.00325, -2.75772]],
  "multiplicity": 1,
  "de_lowest_ev": 0.673,
  "e_homo_ev": -8.4409,
  "smiles": "COCCN1Cc2cccc(C(=O)N[C@@H](C)c3cccs3)c2C1=O",
  "total_charge": 0
}

{
  "formula": "C18H27N9",
  "method": "ωB97M-V/def2-TZVPD",
  "species": ["C", "C", "N", "H", "H", "H", "C", "C", "N", "H", "H", "H", "C", "C", "N", "H", "H", "H", "C", "C", "N", "H", "H", "H", "C", "C", "N", "H", "H", "H", "C", "C", "N", "H", "H", "H", "C", "C", "N", "H", "H", "H", "C", "C", "N", "H", "H", "H", "C", "C", "N", "H", "H", "H"],
  "positions_angstrom": [[-4.45706, -6.17487, 2.59963], [-3.13795, -5.50679, 2.50815], [-2.07421, -5.10857, 2.48218], [-5.13513, -5.66022, 3.28041], [-4.37456, -7.20086, 2.95831], [-4.86279, -6.25469, 1.59111], [1.35781, 2.57017, 4.03704], [2.75035, 2.40403, 3.60216], [3.85492, 2.26393, 3.34446], [1.50242, 2.25442, 5.07024], [0.79754, 1.81786, 3.48185], [0.99917, 3.59683, 3.96336], [1.41345, 2.11792, -6.58990], [2.80801, 1.67484, -6.41829], [3.85903, 1.33224, -6.14040], [1.42800, 2.74959, -7.47808], [1.11539, 2.52878, -5.62529], [0.88787, 1.17702, -6.75286], [4.89641, 0.11790, 1.09812], [5.05336, -0.85321, -0.04113], [5.13017, -1.63264, -0.88056], [3.84914, 0.38029, 1.24798], [5.42162, 1.02638, 0.80327], [5.43065, -0.22090, 1.98576], [-0.99213, 5.04590, -0.53402], [0.41718, 5.28488, -0.34340], [1.55751, 5.50325, -0.21666], [-1.17195, 4.85522, -1.59204], [-1.57440, 5.91642, -0.23194], [-1.34751, 4.22698, 0.09144], [-0.43570, -0.60986, 0.10665], [-0.54483, 0.64070, -0.67576], [-0.66739, 1.63477, -1.24455], [-0.15063, -0.29063, 1.10911], [0.37944, -1.24105, -0.24724], [-1.29239, -1.28235, 0.15057], [-3.59766, -0.84508, 3.94622], [-2.17103, -0.57379, 4.06492], [-1.03699, -0.36560, 4.18604], [-4.05409, 0.00724, 3.44290], [-4.04658, -1.19619, 4.87537], [-3.75063, -1.61297, 3.18789], [-4.27496, 2.09640, -2.28794], [-4.14564, 2.70276, -1.00233], [-4.01359, 3.22211, 0.04355], [-4.59371, 1.06327, -2.14960], [-3.31744, 2.23329, -2.79046], [-5.05692, 2.75843, -2.65989], [3.93668, -4.52374, -1.99009], [2.81562, -5.21682, -2.62134], [1.92878, -5.78945, -3.16898], [4.83063, -5.14410, -2.05414], [3.75436, -4.27845, -0.94382], [4.10235, -3.62095, -2.57799]],
  "multiplicity": 1,
  "de_lowest_ev": 1.662,
  "e_homo_ev": -11.0557,
  "smiles": "CC#N.CC#N.CC#N.CC#N.CC#N.CC#N.CC#N.CC#N.CC#N",
  "total_charge": 0
}

{
  "formula": "C13H13F2N2O2W",
  "method": "ωB97M-V/def2-TZVPD",
  "species": ["W", "C", "C", "O", "C", "C", "C", "N", "N", "C", "O", "C", "C", "C", "C", "C", "C", "H", "H", "H", "H", "H", "H", "H", "H", "H", "H", "H", "H", "F", "C", "F", "H"],
  "positions_angstrom": [[0.18485, -0.35335, 1.64469], [-3.20653, -2.50400, 3.03048], [-2.45033, -1.63586, 2.11442], [-1.15286, -1.47339, 2.41348], [-3.03059, -0.97080, 1.02739], [-2.33329, -0.25787, 0.05252], [-2.94160, 0.52803, -1.03678], [-0.97535, -0.40939, 0.11761], [0.01542, 0.56405, -0.14469], [1.29360, -0.06145, -0.48629], [1.57690, -0.96984, 0.48726], [2.19542, 0.36356, -1.41423], [3.50429, -0.23050, -1.47406], [4.36946, 0.17925, -2.44358], [3.96650, 1.16695, -3.36277], [2.69199, 1.76134, -3.32518], [1.80495, 1.37013, -2.36711], [-2.55790, -2.99696, 3.74933], [-3.78623, -3.23827, 2.46417], [-3.93757, -1.88008, 3.56229], [-4.10683, -1.04504, 0.93105], [-4.02365, 0.55477, -0.94241], [-2.67055, 0.10054, -2.00746], [-2.54020, 1.54708, -1.00549], [3.78377, -0.99750, -0.76390], [5.35966, -0.24888, -2.51878], [4.66655, 1.48007, -4.12957], [2.42911, 2.51742, -4.05191], [0.81869, 1.81115, -2.30510], [1.33798, 1.57987, 2.42004], [0.29939, 1.05779, 3.14098], [-0.85720, 1.41481, 2.41651], [0.27216, 1.27637, 4.20709]],
  "multiplicity": 1,
  "de_lowest_ev": 0.129,
  "e_homo_ev": -19.7627,
  "total_charge": 3
}